{"formula": "C4H14N4", "method": "the ωB97M-V functional and the def2-TZVPD basis", "elements": ["N", "N", "N", "N", "C", "C", "C", "C", "H", "H", "H", "H", "H", "H", "H", "H", "H", "H", "H", "H", "H", "H"], "coordinates": [[2.340, 0.001, 0.401], [0.051, -0.044, -0.230], [1.238, 0.359, -0.147], [-0.859, 3.409, 1.023], [1.286, 1.617, -1.013], [0.331, -2.571, -0.040], [-0.440, -1.328, 0.298], [-1.887, -1.450, -0.194], [0.261, -2.958, -1.112], [-2.361, -2.453, -0.349], [-0.252, -1.460, 1.379], [0.289, 1.668, -1.578], [-2.499, -0.860, 0.518], [2.085, -0.663, 1.108], [-0.058, 2.852, 1.086], [-0.072, -3.487, 0.526], [1.432, -2.472, 0.216], [-0.933, 3.739, 0.092], [1.348, 2.534, -0.320], [-1.881, -0.877, -1.105], [2.205, 1.690, -1.683], [-1.624, 2.752, 1.126]], "spin_multiplicity": 1, "gap_ev": 9.71, "e_lumo_ev": 0.84, "total_charge": 0, "total_energy_ev": -10331.8822, "e_homo_ev": -8.879}